170
Properties=species:S:1:pos:R:3:forces:R:3:lowdin_charge:R:1 method="wB97M-V/def2-TZVPD" de_lowest_ev=1.790 fmax_ev_per_a=3.2 energy_ev=-255903.3885
C 6.0552 -4.4206 -3.6741 0.10 0.49 -1.06 -0.24
S 5.8990 -2.6363 -4.1497 1.27 -0.81 0.31 0.82
O 4.9920 -2.0260 -3.1565 -0.94 0.44 0.57 -0.59
C 7.5430 -2.0280 -3.5666 -0.71 -0.38 -0.15 -0.24
H 6.8373 -4.8350 -4.3743 -0.79 0.13 0.99 0.07
H 5.0582 -4.8461 -3.8754 0.38 0.09 -0.18 0.02
H 6.2385 -4.5548 -2.6020 0.39 0.25 -0.30 0.06
H 7.4862 -0.9471 -3.5975 -0.12 0.24 -0.30 0.04
H 8.3749 -2.3708 -4.1964 -0.21 -0.14 0.49 0.06
H 7.5444 -2.2828 -2.5011 0.48 -0.29 -0.28 0.05
C 4.6789 0.9253 -1.6664 -0.25 0.28 -1.26 -0.28
S 5.8325 0.5840 -0.3734 0.36 -0.45 -0.89 0.81
O 5.7396 1.7766 0.5060 -0.09 -0.13 0.73 -0.56
C 5.0169 -0.8434 0.3922 0.03 0.53 0.45 -0.23
H 5.0830 1.7756 -2.2241 0.16 0.00 0.18 0.06
H 3.7202 1.2443 -1.2963 -0.46 0.08 0.63 0.03
H 4.5324 0.1251 -2.3958 0.30 -0.31 0.33 0.03
H 4.6593 -1.5657 -0.3544 0.14 0.35 0.10 0.05
H 4.2047 -0.4276 1.0196 0.29 -0.43 -0.24 0.06
H 5.8220 -1.2834 0.9987 -0.56 -0.07 0.01 0.03
C 6.6743 0.0827 3.6612 -2.06 -1.42 0.33 -0.19
S 5.7105 -1.2709 4.5132 0.27 0.24 -0.08 0.81
O 6.7496 -2.0588 5.2234 0.12 -0.34 0.11 -0.57
C 4.8343 -0.2902 5.7945 0.32 0.62 -1.06 -0.26
H 7.5165 0.1632 4.2897 0.87 0.83 0.76 0.04
H 5.9592 0.8673 3.5254 0.11 1.08 0.23 0.04
H 6.9583 -0.2375 2.6813 0.21 -0.52 -0.47 0.02
H 4.0134 0.2190 5.2607 0.41 0.18 0.19 0.02
H 5.5721 0.3975 6.2441 -0.53 -0.24 -0.03 0.07
H 4.3493 -0.9352 6.5248 0.49 -0.27 -0.01 0.04
C -4.4698 -0.7320 -4.6425 0.75 -0.18 -0.33 -0.22
S -3.2000 0.0243 -5.7141 -0.74 -0.78 -0.88 0.82
O -3.9112 0.1963 -7.0217 0.35 0.22 0.22 -0.55
C -3.2021 1.5651 -4.8716 1.00 1.80 0.96 -0.31
H -4.0257 -1.4390 -3.9515 0.18 0.21 0.39 0.00
H -5.0715 -1.3521 -5.3159 -0.22 0.60 0.09 0.07
H -4.9385 0.1165 -4.1513 -0.64 -0.41 0.05 0.02
H -4.1857 2.0375 -4.8048 -0.02 -0.27 -0.20 0.06
H -2.4798 2.3131 -5.2671 -0.55 -0.69 -0.57 0.07
H -2.7946 1.4509 -3.8577 -0.55 -0.54 -0.06 0.03
C 1.6537 4.3663 5.4260 0.58 -1.48 0.66 -0.23
S 3.2235 3.3846 5.4707 -0.69 -0.37 0.05 0.77
O 4.2447 4.2947 6.0281 0.32 0.09 0.26 -0.55
C 2.6419 2.2785 6.8363 1.64 1.51 0.55 -0.24
H 0.8649 3.6625 5.1268 0.03 0.26 0.19 0.03
H 1.7691 5.1412 4.6930 0.19 0.48 -0.24 0.02
H 1.5410 4.7153 6.4612 -0.23 0.17 -0.44 0.06
H 2.6300 2.9098 7.7246 -0.58 0.33 -0.04 0.05
H 3.3527 1.5186 7.1493 0.07 -0.29 -0.80 0.03
H 1.7006 1.9285 6.5359 -1.29 -0.80 -0.15 0.02
C 1.4054 -1.9037 6.1032 -1.16 0.45 0.40 -0.24
S 1.1225 -1.3211 4.4096 -1.67 -1.91 0.29 0.79
O 1.7394 -0.0033 4.2754 0.97 1.61 0.01 -0.55
C 2.2549 -2.4770 3.6219 -0.58 0.27 -0.22 -0.23
H 2.4491 -1.8587 6.2730 1.21 -0.68 0.08 0.01
H 0.9133 -2.8887 6.2508 0.60 0.57 -0.12 0.07
H 1.0245 -1.1808 6.8513 -0.37 -0.25 -0.69 0.06
H 2.2017 -3.4616 4.0493 0.11 -0.35 0.52 0.06
H 3.1852 -1.9656 3.7922 0.74 -0.26 -0.15 0.00
H 2.0002 -2.5910 2.5685 0.00 0.45 -0.04 0.02
C -2.7996 0.2357 4.6408 -0.29 -1.65 0.71 -0.23
S -3.9610 0.3505 3.2452 -0.99 2.27 2.02 0.80
O -3.1672 -0.0483 2.0860 0.92 -0.98 -1.64 -0.58
C -5.0635 -0.9814 3.7459 0.67 -0.45 -0.83 -0.26
H -3.3078 -0.1674 5.5481 0.13 0.41 -0.62 0.06
H -2.1741 1.0853 4.9403 -0.50 0.11 -0.81 0.03
H -2.2129 -0.6010 4.2289 0.37 0.25 0.41 0.04
H -4.4438 -1.8440 4.0296 -0.43 0.10 0.12 0.06
H -5.6678 -1.2268 2.8555 0.21 0.10 0.41 0.05
H -5.6937 -0.5871 4.5329 -0.05 -0.13 0.25 0.05
C -5.1347 0.0009 -0.5862 1.35 0.59 0.99 -0.28
S -5.3528 1.7797 -0.5643 -0.81 0.00 0.42 0.81
O -4.2541 2.2892 -1.4272 0.38 0.32 -0.34 -0.57
C -6.8677 1.8577 -1.6086 1.36 -0.21 -0.05 -0.23
H -4.6555 -0.1811 -1.5605 -0.30 -0.33 0.29 0.05
H -6.0882 -0.4650 -0.4249 -0.35 -0.43 -0.05 0.03
H -4.4298 -0.2043 0.2788 -0.71 -0.02 -1.15 0.03
H -6.8855 2.9044 -1.9173 -0.41 -0.10 0.09 0.04
H -7.7655 1.5153 -1.0733 0.37 0.15 -0.32 0.06
H -6.5539 1.2484 -2.4730 -0.67 0.12 0.15 0.04
C 4.6835 4.7319 0.9165 -0.84 -1.81 -1.12 -0.26
S 3.4552 4.5913 2.1815 0.93 -0.78 1.45 0.75
O 2.6226 5.8109 2.1809 -0.97 0.75 -0.45 -0.55
C 2.5157 3.2038 1.5833 -1.94 1.29 -1.37 -0.26
H 4.1010 4.7013 -0.0360 0.72 0.02 0.39 0.07
H 5.3460 3.8109 1.0126 -0.59 1.47 -0.27 0.05
H 5.1103 5.7018 1.0368 0.74 0.44 0.17 0.04
H 2.1802 3.2492 0.4930 0.86 0.00 1.37 0.05
H 1.5769 3.2727 2.1692 0.51 -0.25 -0.05 0.02
H 3.0385 2.3193 1.8384 0.55 -0.98 0.09 0.03
C -5.5764 -4.8825 -1.3917 1.10 -0.24 0.74 -0.27
S -5.1276 -3.1835 -1.4928 -1.40 0.35 1.56 0.76
O -4.1764 -3.0609 -2.5938 0.53 0.27 -1.35 -0.53
C -6.8594 -2.6903 -1.9529 0.52 0.38 -0.19 -0.23
H -6.1182 -4.9770 -0.4298 0.27 -0.52 -0.68 0.08
H -4.6282 -5.4447 -1.4775 -0.54 0.08 0.71 0.04
H -6.1290 -5.0654 -2.2743 -0.97 -0.58 -0.66 0.03
H -7.2473 -3.2736 -2.7927 0.08 -0.17 0.28 0.06
H -6.8134 -1.6630 -2.2861 0.03 0.37 -0.04 0.02
H -7.5081 -2.7267 -1.0614 0.35 -0.26 -0.33 0.07
C -4.0991 4.8440 -3.4995 -0.57 -0.67 1.34 -0.27
S -2.9825 6.2246 -3.2748 0.08 0.18 1.20 0.81
O -3.5016 7.3947 -4.0093 -0.17 0.23 -0.19 -0.55
C -3.4288 6.4230 -1.4971 -0.32 0.80 -0.16 -0.25
H -4.2608 4.3038 -2.5492 0.39 0.30 -0.19 0.02
H -3.5775 4.1272 -4.0999 -0.21 -0.22 -0.93 0.00
H -5.1147 5.1245 -3.7945 0.45 0.24 -0.60 0.08
H -2.8866 7.2199 -0.9539 -0.25 -0.18 -0.74 0.06
H -3.2010 5.5011 -1.0058 0.18 -0.75 0.25 0.01
H -4.5212 6.5820 -1.4584 0.47 0.11 0.02 0.06
C 0.2436 0.3705 1.4184 0.12 0.30 -0.01 -0.25
S 0.4282 -0.8968 0.1815 0.11 -1.24 0.98 0.84
O 0.3664 -2.2483 0.9151 0.31 0.80 -0.39 -0.59
C -1.2019 -0.8120 -0.5198 0.18 0.23 1.08 -0.24
H -0.6830 0.2307 1.9733 -0.31 0.07 -0.31 0.04
H 0.3075 1.3154 0.8467 -0.04 -0.22 0.51 0.04
H 1.0305 0.2803 2.1698 0.30 0.20 -0.42 0.02
H -1.2667 0.0502 -1.1419 -0.24 0.55 -0.66 0.02
H -1.9038 -0.7484 0.3231 0.04 -0.24 -0.39 0.04
H -1.2277 -1.7319 -1.0642 -0.56 -0.49 -0.56 0.03
C 1.8520 -1.9697 -4.5427 -0.99 1.55 -0.68 -0.25
S 0.0962 -1.7120 -4.1547 -0.63 -0.52 -0.91 0.81
O -0.2007 -0.2841 -4.5367 0.33 -0.36 0.09 -0.61
C -0.6857 -2.7711 -5.5150 1.06 0.76 1.73 -0.18
H 2.3120 -1.3720 -3.7711 0.51 0.33 0.16 0.02
H 1.9156 -1.4069 -5.5311 0.51 -1.23 1.02 0.09
H 2.2027 -2.9884 -4.3953 -0.12 -0.16 -0.72 0.03
H -0.8482 -3.7469 -5.0154 -0.02 0.44 -0.85 0.04
H -0.0657 -2.7282 -6.4067 0.14 -0.43 0.10 0.06
H -1.5660 -2.1839 -5.6948 -0.73 -0.20 -0.05 -0.01
C 1.7807 2.0289 -3.6782 -1.79 0.16 -0.12 -0.22
S 0.6918 1.6344 -2.3161 0.95 0.52 1.98 0.82
O 1.3419 2.3152 -1.0950 -0.84 -0.78 -1.14 -0.59
C -0.6977 2.6749 -2.7467 -0.42 0.26 -0.77 -0.25
H 1.5995 3.1046 -3.7618 1.00 -0.03 -0.24 0.06
H 1.2416 1.5209 -4.4865 0.70 -0.01 -0.29 0.03
H 2.7826 1.6564 -3.4631 -0.22 0.29 -0.16 0.04
H -1.5343 2.4682 -2.0771 0.16 -0.01 0.23 0.04
H -1.0521 2.4229 -3.7542 0.40 -0.03 0.24 0.03
H -0.4512 3.7457 -2.7252 0.22 -0.32 0.19 0.07
C -0.9249 5.4946 3.2186 1.70 -1.12 0.54 -0.22
S -1.1359 3.6873 3.1233 -0.73 0.12 1.41 0.80
O -2.0524 3.2830 4.2708 0.89 0.30 -0.74 -0.56
C -2.1447 3.7320 1.7159 -2.42 -0.22 -1.60 -0.31
H -0.0633 5.7883 2.5646 -0.87 -0.08 0.41 0.07
H -0.6106 5.5738 4.2655 -0.07 0.47 -0.20 0.04
H -1.8648 5.9724 3.0596 -0.53 0.45 -0.25 0.04
H -2.3325 2.7467 1.2485 0.24 0.27 0.51 0.05
H -1.6783 4.3483 0.9800 0.71 0.36 -0.67 0.04
H -3.1571 4.2242 1.8605 1.13 -0.62 0.47 0.10
C -0.5577 -5.3811 0.6872 1.20 -0.37 -0.14 -0.27
S -2.1002 -4.7687 0.0918 0.38 1.06 -0.21 0.78
O -2.8908 -6.0258 0.0578 -0.72 -0.19 0.10 -0.54
C -2.5898 -3.7046 1.4883 -0.75 -0.64 -0.21 -0.24
H 0.2848 -4.7072 0.9260 -0.86 0.00 -0.09 0.05
H -0.2427 -6.1100 -0.0680 0.04 0.28 -0.06 0.03
H -0.8660 -5.9982 1.5016 0.04 -0.33 1.00 0.05
H -2.8573 -4.2781 2.4093 0.37 0.35 -0.76 0.08
H -3.4674 -3.1811 1.0823 0.06 -0.12 0.37 0.02
H -1.8078 -2.9667 1.6206 0.33 0.03 0.18 0.02
C 0.1842 -6.3837 -3.0446 1.56 -0.15 -0.32 -0.24
S 1.7966 -5.7306 -2.5325 0.20 1.69 0.26 0.88
O 2.5892 -5.3305 -3.7693 -1.03 -0.54 0.80 -0.58
C 1.1584 -4.0856 -1.8681 -0.37 0.17 -0.05 -0.24
H 0.4263 -7.1067 -3.7833 0.31 -1.28 -0.29 0.04
H -0.2757 -5.6652 -3.6285 -1.21 1.88 -0.82 0.01
H -0.4592 -6.7559 -2.2842 -0.22 -0.26 0.82 0.05
H 1.3082 -3.8711 -0.8007 -0.10 -0.68 -0.19 0.02
H 0.0987 -3.8741 -2.1337 0.58 -0.52 0.23 0.04
H 1.7365 -3.3047 -2.3513 0.35 -0.26 -0.29 0.01